1.
48
Properties=species:S:1:pos:R:3:forces:R:3 method="wB97M-V/def2-TZVPD" homo_energy_ha=-0.3335 charge=0 energy_ha=-4539.96087 e_lumo_ha=0.0101 de_lowest_kcal_mol=15.1
H 1.194369 -3.108402 -0.863069 0.043 -0.061 -0.023
H -0.444101 -2.661308 -2.723432 -0.004 0.006 0.011
Ge -0.898882 2.235916 -2.693543 0.217 -0.355 -0.543
H 0.696167 -1.942177 2.527674 0.044 -0.022 0.022
C -3.098028 3.619720 2.294186 0.053 0.108 -0.065
H 0.957147 3.937071 -2.155708 0.030 -0.016 -0.025
H 0.950391 0.922258 -3.899427 0.021 0.021 -0.032
F 1.655543 0.491275 3.642506 -0.157 -0.158 0.045
H -2.861036 3.865217 -2.562174 -0.055 0.049 -0.012
C -1.586761 0.596417 -1.822879 0.027 0.504 -0.084
H -0.092610 -1.187887 -3.665492 0.017 -0.081 -0.014
H 1.198640 2.436512 -1.247174 0.051 0.024 -0.060
F -4.015442 3.059998 3.067056 0.072 -0.049 0.031
H 0.599102 2.416728 -4.786108 0.026 -0.026 -0.007
H -3.049354 2.777097 -3.948957 0.009 -0.024 0.015
O -3.150926 1.150503 1.231838 -0.169 -0.002 0.080
C 0.450087 3.162454 -1.581135 -0.388 -0.100 -0.037
H 3.371525 -2.124414 0.196166 -0.012 0.060 0.093
F 1.294466 2.612012 3.505411 -0.060 0.028 0.014
C 1.500507 -2.238487 1.862661 -0.036 -0.100 0.037
H -0.003049 3.616576 -0.703741 0.012 0.060 0.051
F -3.657850 4.624930 1.624377 -0.013 -0.091 0.030
O -0.837294 -0.237707 2.277821 0.170 -0.217 -0.470
S -0.745098 1.145777 2.704842 0.828 0.727 1.075
H -2.608761 0.754947 -1.484399 -0.037 -0.051 0.007
H 2.571279 -2.769641 -1.938366 -0.017 0.004 -0.012
H -1.563848 -0.245601 -2.508703 0.050 0.002 0.094
H 2.427995 -2.355820 2.430003 0.014 0.040 -0.034
C 2.518324 -1.547511 -0.173789 0.072 -0.074 -0.098
C -2.340840 3.386275 -3.387166 0.286 -0.140 0.204
F -2.116021 4.113418 3.044056 -0.108 0.008 -0.018
O -2.518955 3.055786 -0.194371 0.472 0.139 -0.150
C 0.345399 -1.990042 -3.077408 -0.015 -0.002 -0.032
H 1.038403 -2.560370 -3.704280 0.014 0.022 -0.008
C 1.823248 -2.310497 -1.279536 0.012 0.089 0.104
S -2.422108 2.372135 1.051853 -1.311 0.645 0.284
O 1.031074 -1.389319 -1.994708 0.063 -0.001 0.009
C 1.082770 1.444926 2.923274 0.022 0.214 -0.344
Cd -0.470012 0.300481 -0.040216 0.248 -0.912 -0.464
O -1.405423 1.526183 3.904639 -0.051 -0.203 0.255
F 1.656206 1.463173 1.701990 0.015 -0.008 0.280
N -0.897243 2.183917 1.500589 0.004 -0.355 -0.209
H 2.875345 -0.602283 -0.586137 0.107 -0.032 0.013
H 1.245270 -3.196762 1.401955 -0.011 0.020 -0.040
H -1.934949 4.145963 -4.055675 0.013 0.015 0.025
O 1.644460 -1.208380 0.892639 -0.398 0.154 -0.219
H -0.479142 1.025812 -4.946788 -0.011 -0.009 -0.004
C 0.151077 1.579290 -4.248873 -0.159 0.147 0.225


2.
18
Properties=species:S:1:pos:R:3:forces:R:3 method="wB97M-V/def2-TZVPD" homo_energy_ha=-0.5714 charge=+1 energy_ha=-289.07842 e_lumo_ha=-0.3543 de_lowest_kcal_mol=186.0
C -1.262447 0.732502 -0.590218 -0.375 0.200 1.226
H -0.351348 0.470701 2.829845 0.317 -0.058 0.096
H 3.580691 -1.318775 -1.380002 0.765 -0.598 0.533
H -1.625821 -0.663920 1.000705 -0.701 0.603 -0.150
O 0.717481 -0.584756 1.567616 0.502 -0.759 0.549
C -0.100951 0.452139 1.739973 -0.026 2.480 -2.500
H 0.399335 1.414202 1.448695 0.341 -0.214 1.051
H -1.432929 1.797577 -0.746880 0.463 0.008 -0.320
N 0.249215 -1.168096 -0.633620 0.279 1.401 -0.152
H 3.067977 -0.943496 -1.707397 -0.763 0.607 -0.543
H -2.121499 0.216266 -1.019090 0.172 -0.018 -0.405
H 0.907503 0.831462 -0.757643 0.204 0.065 -0.285
C -1.393777 0.422009 0.918632 -0.310 -2.363 0.786
H 0.885108 -1.784970 -1.133256 0.412 0.368 -0.559
H -2.195752 0.989005 1.384848 0.104 0.040 0.027
C 0.070788 0.217828 -1.112356 -0.846 -1.763 -0.989
H 0.060427 0.070479 -2.192133 0.363 0.849 -0.148
H 0.545998 -1.150155 0.382281 -0.903 -0.846 1.783


3.
12
Properties=species:S:1:pos:R:3:forces:R:3 method="wB97M-V/def2-TZVPD" homo_energy_ha=-0.3301 charge=0 energy_ha=-306.43849 e_lumo_ha=0.0319 de_lowest_kcal_mol=42.6
H -2.101259 0.869454 -0.858760 -0.016 0.000 -0.021
H 2.312386 -1.586914 -1.044128 -0.026 -0.005 -0.025
C -1.312995 -0.124674 0.939665 0.000 0.052 0.071
H 0.899567 -0.574215 -1.766248 0.142 0.056 0.207
C 1.641347 -0.740852 -0.999464 0.131 0.052 0.007
O -0.192795 1.392661 -0.577024 -0.565 -0.240 0.047
C -1.174829 0.761456 -0.261865 0.154 0.266 -0.094
C 1.889600 0.131588 -0.044382 0.421 0.296 0.639
H -1.860723 0.494004 1.661608 -0.012 -0.182 0.080
H -0.363690 -0.432714 1.382628 -0.106 0.153 -0.167
H -1.935468 -0.996455 0.713022 0.096 0.157 0.009
O 2.198859 0.806659 0.854946 -0.219 -0.604 -0.752